C26H28NO7 | the ωB97M-V functional and the def2-TZVPD basis

Calculated values
molecular weight	466.51	g mol⁻¹
Kohn-Sham gap	4.18	eV
DFT total energy	-1588.66102	a.u.

ORCA input file:
```
! RIJCOSX wB97M-V def2-TZVPD def2/J DEFGRID3
* xyz -1 1
C -4.756 -0.055 3.465
C -4.911 -1.425 2.596
C -3.526 -2.296 2.574
C -3.079 -2.335 1.001
C -4.070 -3.421 0.314
C -1.561 -2.868 0.918
C -1.452 -4.393 0.360
O -1.212 -4.676 -0.859
O -1.598 -5.443 1.274
N -0.607 -1.964 0.203
C -1.117 -1.506 -1.116
O -0.028 -1.639 -2.071
C 0.155 -0.476 -2.856
C 1.635 -0.060 -3.179
C 1.972 1.172 -4.065
C 0.799 2.055 -4.635
C -0.673 1.676 -4.333
C -0.954 0.407 -3.469
C -0.137 -0.858 1.049
C 1.394 -0.850 1.408
C 2.059 0.261 2.262
C 1.201 1.430 2.805
C -0.316 1.417 2.477
C -1.000 0.302 1.613
H -4.785 0.893 2.820
H -3.765 -0.092 4.028
H -5.671 0.026 4.167
H -5.205 -1.091 1.531
H -5.795 -2.018 3.003
H -2.723 -1.822 3.232
H -3.822 -3.355 2.883
H -3.243 -1.273 0.616
H -3.826 -3.633 -0.779
H -5.151 -2.999 0.340
H -4.121 -4.387 0.947
H -1.180 -2.936 2.008
H -1.512 -0.443 -0.980
H -1.980 -2.165 -1.513
H 2.532 -0.656 -2.779
H 3.051 1.471 -4.332
H 1.005 2.965 -5.291
H -1.566 2.278 -4.712
H -2.052 0.142 -3.261
H 2.058 -1.703 1.017
H 3.193 0.193 2.444
H 1.709 2.248 3.424
H -0.926 2.300 2.896
H -2.117 0.361 1.381
C 5.644 2.683 0.387
C 6.238 2.705 -0.808
C 5.467 2.983 -2.054
O 6.047 3.013 -3.127
C 4.024 3.207 -1.934
C 3.429 3.182 -0.738
C 4.204 2.932 0.510
O 3.629 2.935 1.583
O 2.090 3.385 -0.612
O 7.574 2.474 -0.939
H 6.192 2.485 1.299
H 3.473 3.390 -2.846
H 1.905 3.318 0.346
H 7.757 2.546 -1.896
*
```



C26H29B3ClF7O26 | the ωB97M-V functional and the def2-TZVPD basis

Calculated values
molecular weight	958.37	g mol⁻¹
Kohn-Sham gap	9.01	eV
DFT total energy	-4198.46543	a.u.

ORCA input file:
```
! RIJCOSX wB97M-V def2-TZVPD def2/J DEFGRID3
* xyz 0 1
O -0.646 1.560 1.015
C -0.205 0.649 1.686
C -1.039 -0.504 2.104
B -1.003 -1.581 0.982
O -0.254 -2.758 1.083
B 0.486 -3.009 -0.040
Cl 2.040 -3.810 0.096
O 0.057 -2.625 -1.284
B -0.617 -1.415 -1.192
C -0.317 -0.130 -2.029
C 1.040 0.411 -1.601
C 2.225 0.282 -2.671
O 1.999 -0.418 -1.257
O -1.627 -1.384 -0.227
H 0.838 0.667 1.995
H -2.057 -0.152 2.210
H -0.661 -0.906 3.035
H -0.269 -0.300 -3.090
H -1.015 0.649 -1.748
H 1.032 1.336 -1.045
H 3.276 0.017 -2.725
H 2.481 1.355 -2.444
C -1.694 3.786 -0.615
C -2.510 5.042 -0.395
O -1.796 6.001 -1.161
C -1.167 5.341 -2.170
O -0.697 5.860 -3.126
O -1.166 4.014 -1.934
F -2.528 5.427 0.902
H -0.877 3.708 0.096
H -2.280 2.873 -0.586
H -3.538 4.990 -0.760
C 3.437 1.791 6.747
C 2.354 0.774 6.467
O 2.208 0.880 5.055
C 3.411 1.282 4.555
O 3.709 1.224 3.407
O 4.201 1.748 5.532
F 1.177 1.101 7.060
H 3.023 2.792 6.875
H 4.053 1.535 7.599
H 2.615 -0.250 6.728
C 2.698 -3.974 3.602
C 3.695 -2.882 3.944
O 4.271 -3.368 5.147
C 4.192 -4.734 5.122
O 4.801 -5.451 5.837
O 3.336 -5.132 4.160
F 3.100 -1.686 4.197
H 1.745 -3.805 4.106
H 2.527 -4.113 2.536
H 4.480 -2.734 3.200
C 8.310 -1.389 6.716
C 7.557 -2.685 6.491
O 6.329 -2.430 7.153
C 6.112 -1.097 7.120
O 5.073 -0.572 7.351
O 7.239 -0.438 6.779
F 8.172 -3.739 7.068
H 8.843 -1.405 7.667
H 9.000 -1.140 5.916
H 7.355 -2.921 5.445
C -2.594 -3.383 -3.365
C -3.147 -4.132 -4.556
O -3.717 -3.074 -5.319
C -3.025 -1.934 -5.038
O -3.090 -0.937 -5.672
O -2.265 -2.107 -3.935
F -4.115 -5.010 -4.216
H -3.345 -3.247 -2.588
H -1.714 -3.856 -2.939
H -2.401 -4.651 -5.160
C -2.511 5.892 -6.061
C -3.509 4.756 -5.998
O -3.792 4.525 -7.364
C -2.693 4.901 -8.086
O -2.500 4.614 -9.215
O -1.862 5.638 -7.314
F -4.653 5.108 -5.355
H -3.012 6.860 -6.101
H -1.800 5.885 -5.241
H -3.124 3.838 -5.550
C -7.549 -1.462 -4.909
C -6.539 -0.341 -4.760
O -5.989 -0.612 -3.479
C -6.091 -1.949 -3.259
O -5.492 -2.538 -2.422
O -6.940 -2.510 -4.143
F -7.125 0.879 -4.747
H -8.506 -1.192 -4.462
H -7.701 -1.776 -5.937
H -5.737 -0.344 -5.500
*
```



C26H29BrClIN2O12 | the ωB97M-V functional and the def2-TZVPD basis

Calculated values
molecular weight	803.78	g mol⁻¹
Kohn-Sham gap	8.26	eV
DFT total energy	-5352.42482	a.u.

ORCA input file:
```
! RIJCOSX wB97M-V def2-TZVPD def2/J DEFGRID3
* xyz 0 1
N -1.463 1.196 1.705
C -1.361 -0.260 1.532
C -0.293 -0.669 0.495
C -0.496 -0.068 -0.894
C 0.178 1.118 -1.242
Cl 1.223 1.947 -0.080
C 0.062 1.723 -2.509
C 0.819 3.023 -2.811
C -0.062 4.256 -2.474
O -0.871 4.665 -3.229
I 0.153 5.358 -0.603
C -0.756 1.105 -3.470
Br -0.881 1.902 -5.227
C -1.450 -0.057 -3.158
C -1.329 -0.631 -1.869
C -2.142 -1.896 -1.571
O -1.777 -2.756 -0.815
C -3.468 -2.013 -2.317
C -4.695 -2.695 -1.705
C -5.686 -1.727 -0.980
C -5.893 -0.354 -1.665
C -6.934 0.539 -0.941
O -8.189 0.348 -1.647
C -9.261 0.773 -0.927
O -10.365 0.426 -1.217
C -3.555 -1.507 -3.548
N -4.723 -1.579 -4.381
C -4.718 -2.571 -5.108
O -4.697 -3.536 -5.766
C -2.351 -0.793 -4.152
O -2.112 -0.842 -5.327
H -2.115 1.368 2.467
H -0.569 1.560 2.028
H -1.031 -0.694 2.504
H -2.328 -0.746 1.312
H -0.170 -1.759 0.398
H 0.681 -0.302 0.871
H 1.016 3.087 -3.895
H 1.801 3.046 -2.315
H -5.249 -3.227 -2.495
H -4.323 -3.445 -0.982
H -6.670 -2.235 -0.943
H -5.357 -1.611 0.071
H -6.305 -0.542 -2.669
H -4.920 0.156 -1.752
H -7.015 0.328 0.137
H -6.643 1.591 -1.122
H -9.085 1.478 -0.083
C 8.639 1.714 1.326
O 7.347 1.259 1.734
C 6.338 2.024 1.303
O 6.443 3.015 0.633
O 5.192 1.497 1.747
C 4.025 2.221 1.356
H 9.369 1.017 1.732
H 8.722 1.714 0.240
H 8.842 2.706 1.727
H 3.931 2.241 0.272
H 4.047 3.234 1.758
H 3.165 1.701 1.771
C 5.214 -4.359 5.479
O 5.316 -2.963 5.756
C 5.775 -2.235 4.733
O 6.090 -2.658 3.653
O 5.821 -0.961 5.120
C 6.298 -0.058 4.116
H 4.834 -4.840 6.378
H 4.516 -4.540 4.663
H 6.192 -4.777 5.246
H 5.646 -0.068 3.251
H 7.318 -0.306 3.830
H 6.292 0.943 4.543
*
```